The following is a quantum chemistry calculation of a cluster of 14 separate species, C16H57F3N24O15 in total at a distorted geometry, from the Open Molecules 2025 dataset.

The geometry in XYZ format:
```
115
Properties=species:S:1:pos:R:3:lowdin_charge:R:1
O 23.201 -22.935 21.351 0.39
H 24.148 -23.046 21.242 0.19
H 22.930 -22.161 20.852 0.18
H 22.667 -23.694 21.106 0.19
C 23.956 -18.279 18.610 -0.44
O 23.172 -17.177 17.988 -0.11
O 23.091 -19.292 18.996 -0.30
C 25.227 -18.660 17.723 -0.54
F 26.248 -19.188 18.386 0.13
F 24.820 -19.555 16.769 0.07
F 25.756 -17.660 16.964 0.10
C 22.628 -17.495 16.689 -0.31
C 22.100 -16.291 15.990 -0.08
H 21.659 -16.469 15.009 0.07
H 21.312 -15.899 16.633 0.07
H 22.901 -15.562 15.865 0.08
H 21.830 -18.223 16.835 0.10
H 23.318 -17.916 15.958 0.10
H 24.407 -17.922 19.535 0.12
C 32.248 -20.573 20.530 -0.84
O 32.789 -20.924 19.532 0.05
N 32.742 -19.716 21.333 0.18
N 30.958 -20.741 20.566 0.15
H 32.174 -19.386 22.101 0.11
H 33.731 -19.573 21.478 0.13
H 30.541 -21.169 19.752 0.12
H 30.401 -20.601 21.397 0.10
C 16.592 -16.766 15.811 -0.80
O 16.850 -16.019 14.868 0.02
N 15.854 -17.818 15.876 0.16
N 17.090 -16.505 16.965 0.16
H 15.220 -18.056 15.127 0.12
H 15.564 -18.167 16.778 0.11
H 16.883 -17.242 17.623 0.10
H 17.855 -15.861 17.105 0.13
C 19.281 -22.262 18.412 -0.81
O 18.396 -23.000 18.789 0.03
N 20.478 -22.536 18.087 0.18
N 19.043 -20.961 18.214 0.15
H 21.120 -21.794 17.848 0.11
H 20.943 -23.432 18.086 0.12
H 18.086 -20.870 18.522 0.11
H 19.790 -20.288 18.311 0.10
C 22.932 -22.571 12.915 -0.81
O 23.785 -23.282 12.510 0.07
N 23.059 -21.551 13.723 0.16
N 21.642 -22.626 12.631 0.14
H 22.166 -21.216 14.055 0.10
H 23.956 -21.248 14.075 0.12
H 20.963 -21.931 12.906 0.10
H 21.344 -23.347 11.990 0.11
C 27.316 -13.484 14.227 -0.86
O 26.902 -12.512 13.714 0.07
N 28.334 -14.168 13.740 0.17
N 26.833 -13.924 15.322 0.17
H 28.713 -13.853 12.859 0.12
H 28.706 -14.898 14.331 0.11
H 27.091 -14.747 15.848 0.11
H 26.351 -13.212 15.851 0.12
C 25.413 -13.899 23.275 -0.72
O 25.179 -14.786 24.128 -0.01
N 26.158 -12.795 23.383 0.15
N 24.848 -13.897 22.090 0.15
H 26.686 -12.824 24.244 0.11
H 26.621 -12.396 22.579 0.11
H 24.859 -13.083 21.492 0.11
H 23.946 -14.347 22.152 0.12
C 24.281 -19.416 24.857 -0.90
O 24.188 -20.600 24.796 0.04
N 23.780 -18.657 24.031 0.19
N 24.904 -18.762 25.796 0.17
H 24.198 -17.740 23.957 0.12
H 23.512 -19.187 23.215 0.13
H 25.202 -19.374 26.542 0.12
H 25.230 -17.813 25.683 0.12
C 19.316 -16.175 20.874 -0.90
O 19.828 -15.275 20.346 0.10
N 18.245 -16.061 21.568 0.16
N 19.712 -17.395 20.852 0.17
H 17.756 -15.185 21.684 0.12
H 17.702 -16.912 21.574 0.11
H 20.553 -17.417 20.294 0.12
H 19.450 -18.050 21.575 0.12
C 17.020 -10.490 17.602 -0.82
O 17.551 -9.929 16.682 0.05
N 16.033 -9.905 18.226 0.15
N 17.345 -11.643 18.106 0.17
H 15.989 -8.939 17.936 0.12
H 15.710 -10.308 19.094 0.11
H 16.609 -12.157 18.570 0.11
H 18.002 -12.152 17.533 0.12
C 20.375 -18.394 10.389 -0.85
O 21.543 -18.197 10.280 0.05
N 19.741 -19.238 9.659 0.16
N 19.572 -17.691 11.142 0.17
H 18.744 -19.387 9.725 0.11
H 20.397 -19.765 9.100 0.13
H 18.626 -18.036 11.068 0.10
H 19.860 -16.771 11.442 0.13
C 26.002 -17.813 11.648 -0.89
O 27.112 -17.677 11.956 0.09
N 25.033 -17.285 12.272 0.18
N 25.536 -18.550 10.691 0.17
H 25.265 -16.812 13.133 0.12
H 24.083 -17.378 11.944 0.11
H 24.556 -18.734 10.531 0.10
H 26.125 -18.983 9.994 0.12
C 24.822 -25.607 17.060 -0.81
O 24.035 -25.421 17.921 0.04
N 25.906 -24.891 16.804 0.16
N 24.796 -26.677 16.289 0.16
H 25.751 -23.893 16.829 0.12
H 26.417 -25.329 16.051 0.10
H 25.275 -26.687 15.400 0.11
H 24.000 -27.272 16.469 0.12
```

Values from the calculation:
E_LUMO = -2.08 eV
Largest force on an atom = 9.5 eV/A
Molar mass = 882.78 g mol⁻¹
Relative energy (zero: lowest compared OMol25 entry of this formula, charge and spin) = 1227.8 kJ/mol
Gap between HOMO and LUMO = 5.33 eV
E = -92143.2643 eV

The following is a quantum chemistry calculation of a structure of composition C16H58FGaIN23O12P at a distorted geometry, from the Open Molecules 2025 dataset.

The geometry in XYZ format:
```
113
Properties=species:S:1:pos:R:3:lowdin_charge:R:1
C 2.071 -3.884 2.397 -0.12
C 1.929 -2.504 1.728 -0.38
N 1.006 -1.655 2.498 -0.17
Ga -0.592 -1.138 1.539 0.16
C -1.878 -2.688 1.245 -0.22
C -1.819 -3.705 2.395 -0.45
C -3.141 -4.100 3.018 -0.06
F -1.252 -4.903 1.877 -0.08
P -1.804 0.287 3.045 0.27
O -2.103 -0.758 4.331 -0.53
I -0.155 1.988 3.842 0.24
H 3.025 -4.361 2.185 0.05
H 1.254 -4.514 2.043 0.05
H 1.946 -3.729 3.461 0.04
H 2.925 -2.050 1.734 0.09
H 1.634 -2.614 0.679 0.08
H 1.486 -0.792 2.728 -0.01
H -0.325 -0.345 0.182 -0.07
H -2.874 -2.243 1.242 0.02
H -1.709 -3.208 0.306 0.04
H -1.183 -3.299 3.183 0.09
H -2.918 -4.618 3.954 0.07
H -3.809 -3.263 3.175 0.06
H -3.666 -4.813 2.397 0.04
H -1.284 -1.259 4.487 0.01
C -6.579 -2.502 1.572 -0.65
O -5.365 -2.618 1.565 0.02
N -7.237 -1.881 2.601 0.15
N -7.364 -2.981 0.564 0.16
H -8.231 -1.768 2.635 0.09
H -6.675 -1.518 3.349 0.10
H -6.899 -3.451 -0.198 0.07
H -8.362 -2.899 0.551 0.09
C 4.282 2.791 5.269 -0.68
O 4.545 2.814 4.080 0.01
N 3.013 2.639 5.744 0.15
N 5.258 2.922 6.230 0.14
H 2.780 2.630 6.718 0.09
H 2.276 2.541 5.066 -0.05
H 6.200 3.041 5.910 0.09
H 5.073 2.912 7.213 0.08
C -0.363 -0.921 -2.942 -0.70
O -1.024 -1.443 -2.065 -0.01
N -0.150 0.437 -2.965 0.14
N 0.234 -1.598 -3.968 0.16
H 0.397 0.898 -3.668 0.09
H -0.549 0.971 -2.214 0.10
H 0.101 -2.591 -4.006 0.10
H 0.763 -1.144 -4.692 0.07
C -1.213 0.123 -6.681 -0.68
O -0.004 -0.009 -6.514 -0.02
N -2.029 0.506 -5.658 0.17
N -1.837 -0.125 -7.859 0.16
H -3.023 0.589 -5.751 0.10
H -1.603 0.666 -4.761 0.06
H -1.266 -0.423 -8.626 0.10
H -2.836 -0.040 -7.987 0.05
C 1.385 5.656 1.625 -0.69
O 0.562 6.395 1.106 0.00
N 2.204 6.072 2.642 0.15
N 1.561 4.361 1.232 0.15
H 2.885 5.488 3.095 0.07
H 2.104 7.019 2.953 0.10
H 0.972 4.017 0.497 0.10
H 2.228 3.738 1.650 0.08
C 5.899 6.603 3.018 -0.68
O 5.082 6.786 3.909 0.00
N 5.567 6.072 1.808 0.17
N 7.220 6.931 3.157 0.15
H 6.232 5.936 1.069 0.08
H 4.605 5.830 1.657 0.08
H 7.501 7.340 4.026 0.09
H 7.897 6.799 2.427 0.06
C -4.463 -2.566 -5.025 -0.69
O -4.147 -2.343 -6.186 -0.01
N -5.748 -2.884 -4.675 0.15
N -3.566 -2.514 -4.001 0.18
H -6.031 -3.082 -3.735 0.09
H -6.425 -2.932 -5.412 0.09
H -2.616 -2.277 -4.225 0.08
H -3.800 -2.696 -3.042 0.10
C -5.330 -5.986 -0.635 -0.67
O -6.314 -5.388 -1.068 -0.02
N -4.444 -5.433 0.225 0.18
N -5.070 -7.281 -1.003 0.14
H -3.639 -5.909 0.587 0.10
H -4.620 -4.474 0.497 0.07
H -5.709 -7.716 -1.640 0.09
H -4.279 -7.798 -0.672 0.09
C 8.797 8.517 -0.080 -0.67
O 8.176 7.537 0.291 0.02
N 10.083 8.438 -0.541 0.15
N 8.250 9.768 -0.062 0.16
H 10.611 9.231 -0.852 0.09
H 10.505 7.530 -0.567 0.10
H 7.308 9.850 0.273 0.11
H 8.735 10.592 -0.362 0.09
C -5.015 0.503 -10.023 -0.66
O -4.138 0.826 -9.240 0.02
N -5.296 -0.805 -10.302 0.16
N -5.782 1.428 -10.677 0.15
H -6.012 -1.095 -10.939 0.09
H -4.754 -1.502 -9.825 0.11
H -5.595 2.394 -10.487 0.10
H -6.508 1.189 -11.324 0.09
C 4.220 -4.106 5.814 -0.67
O 4.178 -4.189 4.606 0.04
N 4.541 -5.175 6.621 0.14
N 3.942 -2.937 6.473 0.15
H 4.575 -5.126 7.620 0.08
H 4.743 -6.044 6.165 0.09
H 3.692 -2.145 5.909 0.11
H 3.961 -2.841 7.470 0.08
```

Values from the calculation:
E_LUMO = 1.61 eV
Largest force on an atom = 1.2 eV/A
Molar mass = 1011.39 g mol⁻¹
Net charge = -1
Gap between HOMO and LUMO = 5.54 eV
E = -148872.7339 eV